An isolated ion of composition C4H13N3 and charge +2. Source: the OMol25 dataset; level of theory: ωB97M-V/def2-TZVPD.

Results
Highest occupied orbital energy (alpha / beta) in eV: -18.838 / -18.865
Net charge: +2
Energy relative to the best compared isomer or geometry (same formula, charge and spin) in kJ/mol: 650.66
E_tot in eV: -8806.8334
Kohn-Sham gap (alpha / beta) in eV: 7.570 / 7.103

```
20
Properties=species:S:1:pos:R:3:forces:R:3
N 0.076 -1.453 -0.107 -1.5 -2.3 0.6
N -1.479 0.298 0.166 -1.8 1.2 0.1
N 1.709 0.216 -0.405 -2.3 -3.4 1.2
C 2.824 0.933 -0.121 -0.4 4.6 -0.2
C -1.367 -1.073 0.004 1.4 -2.6 -1.6
C 0.984 -0.662 0.598 0.9 1.4 0.6
C -2.594 0.956 -0.357 -2.3 0.4 1.3
H -2.312 1.871 -0.837 0.4 0.8 -0.5
H -3.133 0.297 -1.031 -0.2 0.3 0.0
H 2.739 1.622 0.854 0.1 -1.4 -2.2
H 0.182 -2.523 -0.144 0.2 2.3 0.3
H -2.026 -1.611 0.757 0.8 0.5 -0.2
H -3.272 1.384 0.536 1.1 -1.0 -1.6
H -1.097 0.830 0.929 0.9 -0.2 0.4
H 2.968 1.453 -1.125 0.9 0.1 1.7
H 1.794 -1.136 1.175 -0.2 -0.4 -0.3
H -1.746 -1.415 -0.997 -0.3 0.7 0.9
H 1.603 -0.275 -1.295 0.1 0.6 -0.5
H 0.553 0.039 1.338 0.2 -0.4 -0.2
H 3.594 0.252 0.061 2.0 -1.3 0.3
```
Positions in Å, forces in eV/Å.

These are the Mulliken partial charges, in e, on atoms 1 to 4: -0.311, 0.064, 0.019, -0.646

A 2-piece molecular cluster, C4H13N3O overall. Source: the OMol25 dataset; level of theory: ωB97M-V/def2-TZVPD.

Results
Spin multiplicity: 2
Highest occupied orbital energy (alpha / beta) in eV: -0.154 / -3.405
Net charge: -1
⟨S²⟩: 0.750
Energy relative to the best compared isomer or geometry (same formula, charge and spin) in kJ/mol: 176.37
E_tot in eV: -10873.6783
Kohn-Sham gap (alpha / beta) in eV: 4.088 / 7.256

```
21
Properties=species:S:1:pos:R:3:forces:R:3
O -0.312 1.774 0.072 0.0 -0.1 0.1
N 1.820 -1.844 1.650 -1.0 0.4 0.2
N -0.229 0.338 -3.342 0.1 -0.1 -0.1
N -1.456 -0.165 1.467 0.4 -0.1 0.6
C 0.257 0.667 -1.997 0.0 -0.2 0.2
C -0.510 -1.058 1.764 -0.4 -0.1 -0.3
C 0.810 -0.774 1.960 0.7 -0.1 -0.1
C -0.762 1.491 -1.218 0.3 0.0 -0.2
H -1.715 0.941 -1.202 0.0 0.0 0.1
H -0.773 -2.124 1.819 0.0 0.0 0.1
H 1.213 0.225 1.884 0.0 0.0 -0.1
H 2.087 -1.831 0.635 0.3 -0.2 0.2
H 1.373 -2.767 1.825 0.4 0.0 0.0
H -0.685 1.047 0.669 -0.3 0.4 0.0
H -0.925 2.432 -1.750 -0.1 0.1 -0.1
H 0.455 -0.249 -3.803 0.0 0.0 -0.1
H 2.671 -1.777 2.245 0.0 -0.1 -0.2
H -1.069 -0.224 -3.285 -0.1 0.0 0.1
H -2.372 -0.524 1.699 -0.1 -0.1 -0.3
H 1.175 1.238 -2.108 0.1 0.2 0.0
H 0.533 -0.206 -1.387 -0.2 0.0 -0.1
```
Positions in Å, forces in eV/Å.

These are the Mulliken partial charges, in e, on atoms 1 to 4: -0.536, -2.668, -0.635, -0.722